[1]
C4H4N2O | wB97M-V/def2-TZVPD

Each line ends with the natural charge from an NBO analysis.
Geometry (Å):
O -0.0938 -0.8272 -0.7750  -0.48
N -2.1980 0.2412 1.6851  -0.29
N 2.1932 1.3630 0.1676  -0.29
C 1.3012 1.0591 -0.5036  0.24
C 0.1146 0.5056 -1.1866  -0.17
C -0.1281 -0.9941 0.6242  -0.18
C -1.2969 -0.3260 1.2335  0.23
H 0.7773 -0.5901 1.0974  0.23
H -0.1688 -2.0683 0.8102  0.24
H 0.2681 0.4804 -2.2674  0.24
H -0.7535 1.1422 -0.9648  0.23

charge: 0
orbital gap: 12.5232 eV
energy above the lowest of the compared OMol25 structures with the same formula, charge and spin: 37.3 kcal/mol
LUMO energy: 0.0233 Eh
SMILES string: N#CCOCC#N
electronic energy: -9238.868 eV


[2]
C12H11N3O3S | wB97M-V/def2-TZVPD

Each line ends with the natural charge from an NBO analysis.
Geometry (Å):
S 3.3864 2.0560 0.5852  0.52
O 1.5338 0.0003 1.5612  -0.66
O -0.7422 -3.1840 -0.6487  -0.57
O -4.1002 2.0032 0.6062  -0.39
N -0.7718 -1.2346 0.5433  -0.47
N 2.1489 -1.6842 0.1896  -0.59
N -1.9827 -0.8221 0.1307  -0.19
C 2.2594 -0.4225 0.6681  0.66
C 4.7280 2.3370 -0.4375  -0.39
C 3.3052 0.4052 0.0700  -0.33
C -3.6925 0.7951 0.1477  0.20
C -5.7218 1.1835 -0.6821  -0.32
C -0.2267 -2.4024 0.1111  0.65
C -4.6680 0.2496 -0.6565  -0.25
C 1.1763 -2.6188 0.7142  -0.32
C -5.3201 2.2261 0.1017  0.10
C 5.0984 1.2261 -1.1338  -0.26
C 4.2849 0.1169 -0.8457  -0.21
C -2.4081 0.3067 0.5424  0.01
H 1.1236 -2.4814 1.7984  0.23
H 5.1743 3.3111 -0.4699  0.24
H 5.9208 1.2002 -1.8259  0.23
H -5.7989 3.1485 0.3658  0.20
H 4.4336 -0.8493 -1.2948  0.22
H -1.8220 0.9505 1.2085  0.18
H -4.6099 -0.6974 -1.1499  0.24
H -0.2097 -0.6318 1.1631  0.41
H -6.6507 1.0973 -1.2076  0.23
H 2.6530 -1.9508 -0.6389  0.40
H 1.4988 -3.6343 0.4841  0.23

charge: 0
orbital gap: 8.0153 eV
energy above the lowest of the compared OMol25 structures with the same formula, charge and spin: 21.8 kcal/mol
LUMO energy: 0.0032 Eh
SMILES string: O=C(CNC(=O)c1cccs1)N/N=C/c1ccco1
electronic energy: -34069.527 eV


[3]
C18H22N4O4S | wB97M-V/def2-TZVPD

Each line ends with the natural charge from an NBO analysis.
Geometry (Å):
S -2.4100 1.7161 -0.9303  0.33
O 1.0729 -0.9890 3.3338  -0.62
O 5.0297 3.6632 5.1067  -0.49
O -0.5544 0.1453 0.1377  -0.40
O -4.9526 0.9552 -3.2894  -0.63
N -0.7227 -0.1252 -2.0346  -0.38
N 2.0626 -0.5310 1.3628  -0.61
N 0.2406 -0.9549 -1.5823  -0.28
N -3.1213 -0.3641 -3.4978  -0.64
C -3.7594 0.7709 -3.1880  0.66
C 2.7283 0.7167 3.3102  -0.19
C 4.6047 4.3447 6.2639  -0.25
C 3.9799 1.0823 2.8143  -0.16
C -2.8467 -3.7253 -3.1085  -0.41
C -3.0131 -2.2778 -4.9988  -0.41
C 1.2522 -1.4738 0.6320  -0.29
C -3.7992 -1.5842 -3.8817  -0.06
C -2.8133 1.8783 -2.7050  -0.60
C 2.2546 1.3460 4.4566  -0.14
C 1.8782 -0.3362 2.7010  0.67
C -3.8118 -2.5972 -2.7145  -0.42
C -1.1802 0.5165 -0.9960  0.30
C 2.9827 2.3370 5.0854  -0.27
C -2.0078 -3.1441 -4.2454  -0.41
C 0.3269 -0.7901 -0.3064  0.44
C 4.7175 2.0607 3.4413  -0.26
C 4.2255 2.7084 4.5788  0.31
H -3.4825 -2.1006 -1.8013  0.21
H 2.5776 2.8077 5.9669  0.22
H -1.8761 1.8871 -3.2577  0.25
H -3.6851 -2.9082 -5.5815  0.21
H 4.4676 3.6589 7.1055  0.18
H 1.8684 -2.1692 0.0552  0.23
H 2.6560 0.0909 0.8388  0.40
H 3.6758 4.8957 6.0866  0.18
H 4.4031 0.5807 1.9559  0.21
H 5.4012 5.0486 6.4992  0.20
H -3.3220 2.8382 -2.7833  0.26
H -4.8166 -2.9759 -2.5373  0.22
H -1.2024 -2.5281 -3.8428  0.20
H -2.5442 -1.5574 -5.6669  0.22
H -2.1284 -0.4410 -3.2947  0.43
H -4.8072 -1.2938 -4.1857  0.24
H 5.6905 2.3464 3.0739  0.23
H 0.6760 -2.0187 1.3907  0.27
H -2.2337 -4.0513 -2.2698  0.21
H -3.4088 -4.5865 -3.4718  0.20
H 1.2947 1.0446 4.8478  0.24
H -1.5677 -3.9167 -4.8735  0.21

charge: 0
orbital gap: 9.4289 eV
energy above the lowest of the compared OMol25 structures with the same formula, charge and spin: 39.7 kcal/mol
LUMO energy: 0.0173 Eh
SMILES string: COc1ccc(C(=O)NCc2nnc(SCC(=O)NC3CCCC3)o2)cc1
electronic energy: -44009.017 eV


[4]
C2H5NOS2 | wB97M-V/def2-TZVPD

Each line ends with the natural charge from an NBO analysis.
Geometry (Å):
S 0.7479 0.5118 -3.3619  -0.21
S -0.2716 -0.4688 -2.0961  0.62
O -0.8322 0.6278 -0.9767  -0.69
N 1.0130 -1.1202 0.5837  -0.46
C 0.3953 0.0429 1.0392  -0.32
C -0.9976 0.2120 0.3401  -0.06
H -1.5723 0.9996 0.8321  0.20
H 0.1369 -0.0841 2.1019  0.22
H -1.5269 -0.7440 0.3986  0.19
H 0.9586 0.9818 0.9196  0.18
H 1.9490 -0.9589 0.2195  0.32

charge: 0
orbital gap (spin up / spin down): 8.0378 / 7.7367 eV
energy above the lowest of the compared OMol25 structures with the same formula, charge and spin: 66.0 kcal/mol
LUMO energy (spin up / spin down): -0.0516 / -0.0243 Eh
electronic energy: -27360.193 eV


[5]
C16H25NO3 | wB97M-V/def2-TZVPD

Each line ends with the natural charge from an NBO analysis.
Geometry (Å):
O 2.6299 -1.7076 2.2311  -0.62
O 4.3366 -2.6655 -0.8239  -0.55
O -1.9438 2.2206 -0.5425  -0.53
N 4.0616 -2.3567 0.5765  -0.18
C -0.6305 -3.3858 -0.3196  -0.59
C 0.6037 -3.2085 0.5881  -0.21
C 0.0607 -0.3255 0.9433  -0.15
C 1.3139 -4.5206 0.7032  -0.61
C 0.7431 -0.7928 -0.1238  -0.04
C 2.8139 -1.9569 1.0449  0.68
C 5.2867 -2.2008 1.3504  -0.44
C -0.3480 0.6903 -1.5466  -0.26
C -3.9598 4.2941 -0.6472  -0.39
C -1.6518 3.4404 0.1455  -0.05
C -0.7778 0.7524 0.8061  -0.26
C 0.5283 -0.3039 -1.4216  -0.20
C -2.4214 4.5423 -0.6184  -0.41
C 1.5412 -2.0501 0.1025  -0.31
C -4.8232 5.5687 -0.8491  -0.61
C -0.9644 1.3191 -0.4886  0.30
H -1.3374 1.1334 1.6324  0.21
H -0.3863 -3.6540 -1.2778  0.19
H 2.1865 -4.5121 1.4160  0.21
H -2.1698 5.4878 -0.0770  0.20
H 0.6961 -5.4051 0.9620  0.22
H -4.5134 6.1338 -1.7388  0.20
H -5.8194 5.2198 -0.9450  0.21
H 6.1705 -2.3020 0.6545  0.23
H 1.9104 -2.2711 -0.8830  0.21
H -4.0311 3.6256 -1.5496  0.20
H 5.3316 -1.2226 1.8686  0.22
H 1.7714 -4.6879 -0.2892  0.19
H 4.2047 -3.5574 -0.9737  0.47
H -1.2376 -4.1083 0.0390  0.20
H 5.2366 -3.0238 2.0926  0.21
H -1.9675 3.2841 1.0904  0.17
H -0.5679 1.2438 -2.5202  0.22
H -4.8747 6.0882 0.0251  0.20
H 1.0584 -0.6526 -2.2990  0.22
H -2.1474 4.5914 -1.6965  0.21
H 0.1636 -2.9039 1.5220  0.21
H -4.3843 3.6576 0.2456  0.20
H -0.5974 3.6798 0.0580  0.18
H -1.2487 -2.3713 -0.3564  0.21
H 0.1540 -0.8265 1.8899  0.22

charge: 0
orbital gap: 8.9952 eV
energy above the lowest of the compared OMol25 structures with the same formula, charge and spin: 119.3 kcal/mol
LUMO energy: 0.0238 Eh
SMILES string: CCCCOc1ccc([C@@H](C(=O)N(C)O)C(C)C)cc1
electronic energy: -24626.643 eV


[6]
C32H32HgN7O5S | wB97M-V/def2-TZVPD

Each line ends with the Löwdin charge.
Geometry (Å):
Hg 2.0424 1.9511 -1.8398  1.24
S -0.4149 -0.1965 -2.1808  0.55
O -0.2416 -0.0244 -0.7093  -0.40
O 4.7860 1.4494 0.1743  -0.04
O 1.6710 1.3234 -6.1670  -0.03
O 2.5648 2.0593 -4.1744  -0.18
O -1.6415 0.3737 -2.7556  -0.37
N -2.4748 3.7015 -0.6448  0.13
N -1.4933 2.2437 1.3829  0.16
N 2.4083 -1.2794 1.2896  0.04
N -3.1523 -1.7264 2.6181  0.01
N 0.9394 0.3260 -2.8829  -0.36
N 4.9794 2.7600 1.9876  0.15
N -1.1104 -2.4015 3.5068  0.10
C -3.1899 5.9847 2.1682  -0.09
C 0.4037 -4.1023 -2.7415  -0.05
C 0.5140 -2.8196 -2.2635  -0.06
C -0.5616 -1.9576 -2.4288  -0.28
C -2.1369 -1.5656 3.4274  -0.28
C 3.3716 -3.2047 2.9843  -0.12
C -3.1635 -2.7686 1.7994  -0.19
C -3.7504 6.1311 -0.2827  -0.04
C -0.7478 -5.7770 -4.2268  -0.08
C 1.5753 -2.1567 1.7950  -0.10
C -1.9159 4.0242 2.9579  -0.04
C -1.9711 3.4573 1.7008  -0.27
C 1.2292 -4.3325 3.1465  -0.14
C 1.2355 0.1147 -4.3300  -0.22
C 2.0303 -3.1986 2.6630  -0.23
C -1.1687 -3.5589 2.7590  -0.34
C -2.9435 4.3982 -1.6670  -0.14
C -1.8350 -2.4176 -2.8199  -0.06
C -2.5382 5.3086 3.1702  -0.10
C 2.6978 2.2991 1.1813  -0.21
C -0.0835 -4.5417 2.9150  -0.14
C 4.2377 2.1448 1.0747  -0.54
C -2.2048 -3.7743 1.8775  -0.07
C 1.9066 1.2997 -4.9580  -0.73
C 3.7198 -1.3716 1.4932  -0.17
C -3.6335 5.6066 -1.5381  -0.08
C -2.5348 4.2438 0.6152  -0.14
C -3.1553 5.4997 0.8299  -0.18
C 4.2344 -2.3102 2.4376  -0.10
C -1.9040 -3.6919 -3.3663  -0.05
C -0.7275 -4.4932 -3.4799  -0.29
C 2.1577 3.0427 -0.0672  -0.36
H -1.3017 -5.6373 -5.1608  0.07
H -3.8298 6.7808 2.4080  0.07
H 1.1532 3.3811 0.1412  0.00
H 1.2850 -4.7669 -2.5941  0.12
H -2.6993 -1.7082 -2.7803  0.12
H 3.7514 -3.9130 3.7220  0.10
H -3.9854 -2.7690 1.0863  0.08
H 1.3938 -2.4467 -1.7506  0.12
H 0.5494 -2.1676 1.4268  0.10
H -2.8310 -4.1025 -3.8158  0.11
H 0.3004 -0.1050 -4.7945  0.09
H -4.0469 6.0303 -2.4640  0.10
H 2.3541 1.2403 1.2423  0.09
H 2.8014 3.8835 -0.3806  0.02
H -1.1042 1.5786 2.0451  0.12
H 1.8735 -5.0785 3.7071  0.09
H 5.9724 2.8201 1.7827  0.11
H -4.3208 7.0363 -0.0152  0.11
H 0.2890 -6.1125 -4.3787  0.07
H 1.9244 -0.7770 -4.4176  0.12
H -2.5466 5.7068 4.1682  0.08
H -0.4451 -5.5529 2.9668  0.06
H -2.1976 -4.6580 1.1843  0.11
H -1.2556 -6.5970 -3.6662  0.08
H 4.7144 3.3746 2.7367  0.10
H -2.1215 -0.6947 4.0591  0.08
H -2.8066 3.9246 -2.6320  0.11
H 2.3075 2.7862 2.0803  0.09
H -1.3055 3.6308 3.7580  0.10
H -1.5365 1.9501 0.4114  0.08
H 5.3020 -2.3711 2.6116  0.08
H 4.3517 -0.7386 0.8812  0.07

charge: -2
orbital gap (spin up / spin down): 3.4154 / 6.3440 eV
LUMO energy (spin up / spin down): 0.1493 / 0.1493 Eh
2S+1: 2
electronic energy: -69380.662 eV


[7]
C5H4NO4PdS4SbSe | wB97M-V/def2-TZVPD

Each line ends with the natural charge from an NBO analysis.
Geometry (Å):
Sb -0.0134 -2.5838 0.7488  0.96
Pd 0.6754 0.3631 0.6069  0.77
Se 2.6900 1.5929 0.6826  0.18
S -1.6131 1.1180 0.1355  2.52
S 1.4105 -4.4848 1.2258  -0.41
S 0.7518 -1.0059 2.3975  -0.44
S 1.4416 -1.2979 -0.6927  -0.42
O -1.5224 -0.3993 0.1765  -1.02
O -0.5350 1.4962 -0.8699  -0.98
O -2.9160 1.6259 -0.1474  -0.94
O -1.0140 1.5521 1.4553  -0.99
N 6.1809 -1.3463 1.8335  -0.42
C 6.0656 -0.8309 0.6108  0.03
C 5.2340 -1.0167 2.7138  0.03
C 4.0703 0.3624 1.1547  -0.18
C 5.0367 0.0146 0.2220  -0.27
C 4.1737 -0.1707 2.4314  -0.25
H 4.9828 0.3862 -0.7924  0.23
H 3.4352 0.0558 3.1857  0.24
H 6.8323 -1.1136 -0.1035  0.19
H 5.3266 -1.4521 3.7034  0.19

charge: -1
orbital gap (spin up / spin down): 6.4591 / 6.0247 eV
energy above the lowest of the compared OMol25 structures with the same formula, charge and spin: 24.9 kcal/mol
LUMO energy (spin up / spin down): 0.0196 / 0.0066 Eh
2S+1: 2
electronic energy: -133636.249 eV


[8]
C21H37N6SSc | wB97M-V/def2-TZVPD

Each line ends with the natural charge from an NBO analysis.
Geometry (Å):
Sc 0.5104 0.4854 -1.5624  1.03
S -2.6124 -0.2464 1.2340  -0.33
N 0.6395 -1.6161 -0.9488  -0.71
N -1.0868 -0.2141 -2.9608  -0.66
N -0.6154 2.3200 -1.1994  -0.72
N -3.5174 -2.3057 2.6355  -0.60
N 1.5785 1.0203 0.3166  -0.67
N -2.2148 -0.8161 3.7956  -0.60
C 2.1314 -0.0427 1.1870  -0.22
C -4.0219 -2.9456 3.8532  -0.22
C 0.0919 2.9760 -0.0728  -0.23
C -2.8100 -1.1601 2.6364  0.32
C 0.6109 1.9478 0.9589  -0.24
C -2.0147 2.6376 -1.5033  -0.20
C -0.2416 -2.3177 -1.9152  -0.22
C 0.9834 -2.2268 0.3392  -0.20
C 3.7562 2.5022 -2.1821  -0.28
C -2.1848 0.7256 -3.2924  -0.21
C -2.9803 -2.8064 4.9464  -0.42
C -1.4861 -1.4789 -2.2968  -0.24
C -2.7879 1.4358 -2.0719  -0.42
C 3.3169 1.1957 -2.5703  -0.11
C 1.9396 0.8778 -2.8302  -0.96
C 4.3727 0.2258 -2.5809  -0.29
C 6.0529 1.8069 -1.8136  -0.35
C 5.0678 2.7873 -1.8164  -0.23
C 5.6704 0.5197 -2.2117  -0.21
C -2.6333 -1.3385 5.0994  -0.22
C 1.1419 -1.1848 1.4562  -0.42
H -2.0197 -1.2395 -1.3762  0.22
H -3.4960 -0.7772 5.4675  0.19
H 6.4145 -0.2715 -2.2389  0.19
H -2.9762 0.1989 -3.8339  0.19
H -2.0689 3.4833 -2.1964  0.18
H -0.6006 -3.2466 -1.4704  0.20
H -4.9625 -2.4802 4.1593  0.19
H 1.8985 -2.8208 0.2468  0.19
H 2.4650 0.3893 2.1352  0.19
H -2.1576 -2.0730 -2.9287  0.19
H 7.0735 2.0313 -1.5322  0.19
H 2.3558 1.5641 -0.0725  0.43
H -1.7513 1.4597 -3.9744  0.22
H -2.9368 0.7056 -1.2738  0.22
H 3.0189 -0.4230 0.6752  0.23
H -0.0196 2.4176 -2.0762  0.41
H -2.0839 -3.3640 4.6683  0.22
H -4.2208 -3.9912 3.6292  0.22
H -0.5844 3.6595 0.4416  0.21
H 0.9366 3.5544 -0.4580  0.22
H 4.1148 -0.7808 -2.8948  0.19
H 0.1536 -0.7668 1.6717  0.22
H 1.5240 -1.3138 -1.4515  0.41
H 3.0201 3.3011 -2.2055  0.18
H -3.3547 -3.2115 5.8856  0.23
H -0.2453 1.3723 1.3156  0.21
H 0.1748 -2.9059 0.6140  0.20
H 0.3235 -2.5664 -2.8170  0.22
H 1.0620 2.4625 1.8148  0.19
H 5.3239 3.8048 -1.5345  0.19
H -1.8149 -1.1969 5.8020  0.22
H -3.7845 1.7888 -2.3480  0.22
H -4.0319 -2.4421 1.7805  0.42
H -2.5006 2.9408 -0.5752  0.21
H -1.8195 0.1097 3.7653  0.42
H -0.5568 -0.4264 -3.8012  0.42
H 1.4702 -1.7100 2.3573  0.21

charge: 0
orbital gap: 3.7466 eV
energy above the lowest of the compared OMol25 structures with the same formula, charge and spin: 50.3 kcal/mol
LUMO energy: -0.0036 Eh
electronic energy: -62850.646 eV